DFT (ωB97M-V/def2-TZVPD) results for a 5-piece molecular cluster, C38H75BI2N4O22P5S overall at a distorted geometry.

Calculated values
Gap between HOMO and LUMO, eV: 6.8
HOMO level, eV: -10.45
Electronic energy, Ha: -6091.8195

Structure (ORCA input):
```
! wB97M-V def2-TZVPD RIJCOSX def2/J DEFGRID3
* xyz 1 1
C -3.7236 2.4677 9.5155
C -2.6970 2.1044 8.9998
C -1.4801 1.7417 8.1871
C -1.8934 1.4074 6.6922
C -1.9135 2.7654 5.9299
C -2.1158 2.7669 4.3431
C -3.0416 1.4751 4.1252
C -4.1626 1.5095 3.0064
C -4.3792 0.0350 2.5556
C -3.7849 -0.5682 1.4280
C -4.0018 -1.9356 1.0988
C -4.8586 -2.7351 1.8904
C -5.4848 -2.1170 2.9969
C -5.2570 -0.7656 3.3482
N -2.9611 3.8665 3.8315
P -4.3640 4.2903 4.6164
O -4.9147 3.3519 5.6250
O -5.6649 4.4637 3.6069
O -4.2850 5.7349 5.4227
C -2.3509 5.0749 3.2211
C -3.2992 5.9132 2.2858
C -3.9508 5.1108 1.1911
C -4.7205 4.4915 0.5009
C -0.8865 5.0313 2.6936
O -0.7288 5.1941 1.3320
S -0.2781 6.7995 3.1295
N 0.0281 3.9340 3.3358
N 0.3292 4.5963 4.5876
C 1.3596 3.8983 2.6213
I 3.1525 3.9414 3.9803
C 1.7679 2.9195 1.4861
C 3.3221 2.9145 1.1338
I 0.9365 3.3092 -0.5365
C -0.6882 2.6189 3.5828
C 0.2065 1.4924 4.1702
C 1.1240 1.5186 5.3791
C 2.3207 0.4670 5.3233
N 1.0838 2.1556 6.4717
B -1.1695 1.9396 2.1606
O -1.8312 2.6157 1.1656
O -0.9953 0.5791 1.8302
H -4.7692 2.5639 9.7875
H -0.7567 2.5765 8.2408
H -0.9945 0.8315 8.5993
H -2.9014 0.9584 6.8389
H -1.2778 0.6006 6.2615
H -2.6847 3.3701 6.4612
H -0.9839 3.2672 6.2588
H -2.4982 0.5106 4.1766
H -3.7234 1.3561 4.9976
H -5.1543 1.8027 3.4127
H -3.9855 2.2029 2.1692
H -3.0950 -0.0168 0.7751
H -3.4781 -2.3499 0.2217
H -4.9827 -3.7847 1.5963
H -6.1717 -2.7444 3.5912
H -5.7934 -0.3745 4.2262
H -6.4671 4.4333 4.1501
H -5.2017 6.0448 5.5022
H -2.2631 5.7791 4.0967
H -4.0291 6.5065 2.8745
H -2.6785 6.6851 1.7785
H -5.2793 4.0330 -0.3071
H -1.4503 4.9013 0.7528
H 0.8364 6.9839 2.3698
H -0.5271 4.8798 5.0711
H 0.6973 3.9276 5.2769
H 1.6045 4.8877 2.1814
H 1.5633 1.8400 1.5719
H 3.4034 2.4965 0.1048
H 3.8967 2.1845 1.7312
H 3.7590 3.9225 1.0535
H -0.4208 0.5822 4.3080
H 0.8772 1.1650 3.3461
H 2.3876 0.0131 4.3161
H 1.9832 -0.3493 6.0029
H 3.2592 0.9134 5.6851
H 1.8412 1.9214 7.1094
H -2.4691 2.0480 0.7084
H -1.4690 -0.0081 2.4394
C 2.6079 2.7784 -5.8748
O 3.1316 1.4402 -5.8678
P 2.1339 0.2614 -5.1404
O 3.3344 -0.6347 -4.9509
O 1.3568 -0.0720 -6.5239
C 2.1266 -0.3625 -7.6863
O 1.1385 -0.8470 -4.3064
C 0.8718 -0.4975 -2.9433
H 3.3303 3.4282 -6.3649
H 1.6626 2.8169 -6.4248
H 2.4537 3.1295 -4.8519
H 3.1252 -0.7260 -7.4430
H 2.2056 0.5341 -8.3027
H 1.6026 -1.1289 -8.2575
H 0.3389 0.4546 -2.8959
H 1.8078 -0.4248 -2.3816
H 0.2474 -1.2725 -2.5020
C 8.7133 -0.4494 0.0510
O 8.2381 0.4706 1.0527
P 7.7611 -0.2269 2.5211
O 6.9053 0.9257 2.9629
O 9.2712 -0.1382 3.1076
C 9.9204 1.1282 3.1500
O 7.3693 -1.2724 3.7864
C 6.3827 -2.2676 3.4729
H 8.9888 0.1192 -0.8346
H 9.5908 -0.9906 0.4153
H 7.9273 -1.1579 -0.2149
H 9.2097 1.9546 3.1667
H 10.5789 1.2306 2.2860
H 10.5267 1.1643 4.0542
H 6.7428 -2.9213 2.6771
H 5.4471 -1.7920 3.1653
H 6.2043 -2.8664 4.3636
C -2.5129 -6.2183 -11.0110
O -2.1052 -4.8411 -10.9380
P -0.5565 -4.5675 -10.2834
O -0.8484 -3.1220 -9.9704
O 0.1015 -4.7248 -11.7637
C -0.4019 -3.9270 -12.8279
O 1.0072 -4.4894 -9.6237
C 1.1215 -5.0265 -8.3063
H -3.5095 -6.2593 -11.4465
H -1.8241 -6.7880 -11.6417
H -2.5455 -6.6568 -10.0120
H -0.8861 -3.0188 -12.4678
H -1.1115 -4.5093 -13.4183
H 0.4369 -3.6517 -13.4666
H 0.8780 -6.0896 -8.3129
H 0.4434 -4.4989 -7.6306
H 2.1448 -4.9016 -7.9590
C -3.6668 -7.4272 -3.1744
O -2.4384 -7.8423 -3.7953
P -1.3670 -6.5942 -4.2063
O -0.5992 -7.3816 -5.2249
O -0.6662 -6.6233 -2.7400
C -0.0998 -7.8442 -2.2770
O -0.6393 -5.1037 -4.5065
C -1.3998 -4.2153 -5.3419
H -4.2599 -8.3137 -2.9590
H -3.4626 -6.8981 -2.2386
H -4.2312 -6.7798 -3.8482
H 0.1654 -8.5118 -3.0968
H -0.8050 -8.3456 -1.6116
H 0.8000 -7.6039 -1.7115
H -2.3497 -3.9747 -4.8609
H -1.5827 -4.6782 -6.3149
H -0.8345 -3.2955 -5.4812
*
```